# 1
Computed, not measured: a structure of composition C15H22N2OPSc, with ωB97M-V with the def2-TZVPD basis set.

CARTESIAN COORDINATES (ANGSTROEM)
C (-0.446, 0.426, -5.476)
C (-0.952, 1.696, -5.874)
C (0.003, 2.687, -5.478)
C (1.124, 2.030, -4.897)
C (0.853, 0.652, -4.857)
Sc (-1.070, -1.124, -1.372)
P (0.553, -2.904, -1.975)
H (-0.922, -0.535, -5.660)
H (-1.932, 1.923, -6.300)
H (-0.157, 3.778, -5.575)
H (1.536, -0.092, -4.445)
H (1.989, 2.552, -4.483)
H (1.894, -2.773, -2.468)
H (0.132, -3.979, -2.834)
H (0.820, -3.713, -0.816)
C (-2.341, -1.204, 4.495)
C (-0.855, -1.328, 4.251)
N (-0.329, -0.548, 3.099)
C (-0.062, 0.888, 3.381)
C (0.774, 1.117, 4.639)
C (-0.651, -0.947, 1.827)
O (-1.380, -1.908, 1.523)
C (-0.012, -0.196, 0.677)
C (1.372, -0.367, 0.485)
C (1.928, 0.307, -0.587)
C (1.109, 0.946, -1.527)
N (-0.246, 0.888, -1.454)
C (-0.754, 0.668, -0.158)
H (-2.661, -0.150, 4.526)
H (-2.571, -1.708, 5.444)
H (-2.899, -1.739, 3.714)
H (-0.314, -0.960, 5.122)
H (-0.575, -2.382, 4.071)
H (0.464, 1.312, 2.520)
H (-1.029, 1.425, 3.484)
H (1.730, 0.575, 4.608)
H (1.006, 2.187, 4.695)
H (0.225, 0.833, 5.550)
H (1.962, -0.929, 1.220)
H (2.982, 0.208, -0.802)
H (1.503, 1.496, -2.382)
H (-1.802, 0.893, 0.090)

The calculation puts the HOMO energy (spin up / spin down) at -5.174 / -5.173 eV.

=====

# 2
Computed, not measured: the molecule C6H12N2O4, with ωB97M-V with the def2-TZVPD basis set.

CARTESIAN COORDINATES (ANGSTROEM)
C (-2.096, -1.542, 0.926)
C (-1.628, -0.561, -0.142)
N (-0.327, -0.013, 0.143)
C (0.785, -0.724, -0.113)
O (0.780, -1.864, -0.545)
C (2.136, -0.022, 0.197)
N (3.272, -0.741, -0.356)
C (2.187, 1.420, -0.279)
O (1.313, 2.190, 0.522)
C (-2.594, 0.606, -0.291)
O (-2.317, 1.766, -0.120)
O (-3.825, 0.189, -0.633)
H (-3.067, -1.971, 0.679)
H (-2.129, -1.057, 1.872)
H (-1.377, -2.343, 1.016)
H (-1.584, -1.012, -1.128)
H (-0.217, 0.978, 0.376)
H (2.277, -0.026, 1.333)
H (3.257, -1.719, 0.013)
H (3.151, -0.873, -1.363)
H (1.899, 1.492, -1.304)
H (3.267, 1.786, -0.157)
H (1.156, 3.045, 0.059)
H (-4.320, 0.995, -0.703)

The calculation puts the HOMO energy at -9.509 eV.

=====

# 3
Computed, not measured: a cluster of 7 separate species, C31H75ClN5O10 in total, with ωB97M-V with the def2-TZVPD basis set.

CARTESIAN COORDINATES (ANGSTROEM)
Cl (0.651, -0.872, -1.349)
O (-0.463, -0.893, -2.282)
O (1.816, -1.378, -2.055)
O (0.899, 0.482, -0.942)
O (0.336, -1.732, -0.225)
C (-3.936, -2.318, -1.138)
O (-2.806, -3.081, -0.734)
H (-3.946, -2.128, -2.213)
H (-4.825, -2.873, -0.834)
H (-3.920, -1.385, -0.566)
H (-2.064, -2.468, -0.806)
C (4.037, -4.454, -2.915)
C (4.806, -4.018, -1.681)
C (6.273, -4.147, -2.030)
O (7.153, -3.798, -0.951)
C (8.410, -4.417, -1.113)
N (4.530, -2.646, -1.262)
H (2.978, -4.644, -2.731)
H (4.501, -5.358, -3.320)
H (4.028, -3.676, -3.683)
H (4.626, -4.649, -0.804)
H (6.520, -3.431, -2.829)
H (6.535, -5.126, -2.441)
H (8.864, -4.143, -2.074)
H (8.390, -5.511, -1.104)
H (9.049, -4.008, -0.334)
H (3.526, -2.476, -1.229)
H (4.770, -2.076, -2.076)
C (3.542, 1.444, 1.677)
C (4.077, 0.015, 1.943)
C (3.107, -1.047, 1.484)
O (3.873, -2.261, 1.522)
C (2.978, -3.332, 1.492)
N (5.390, -0.004, 1.210)
H (2.546, 1.603, 2.109)
H (3.604, 1.797, 0.649)
H (4.200, 2.133, 2.218)
H (4.275, -0.021, 3.015)
H (2.722, -0.932, 0.470)
H (2.251, -1.009, 2.162)
H (3.421, -4.317, 1.685)
H (2.749, -3.544, 0.428)
H (1.984, -3.303, 1.944)
H (5.897, 0.755, 1.661)
H (5.227, 0.402, 0.293)
C (1.627, 2.052, -4.603)
C (2.591, 3.158, -4.157)
C (3.143, 4.055, -5.264)
O (4.175, 3.305, -5.900)
C (4.852, 4.047, -6.885)
N (1.866, 4.007, -3.204)
H (0.582, 2.383, -4.637)
H (1.410, 1.440, -3.719)
H (2.065, 1.505, -5.431)
H (3.429, 2.604, -3.723)
H (3.567, 5.001, -4.910)
H (2.372, 4.304, -6.002)
H (4.149, 4.428, -7.637)
H (5.587, 3.447, -7.417)
H (5.311, 4.902, -6.373)
H (1.360, 3.461, -2.513)
H (2.506, 4.550, -2.632)
C (-1.144, -3.979, 4.603)
C (-1.786, -2.672, 4.094)
C (-2.995, -2.501, 5.026)
C (-3.620, -1.101, 4.991)
C (-2.535, -0.050, 5.221)
C (-1.390, -0.182, 4.208)
N (-0.879, -1.543, 4.226)
O (0.263, -1.640, 3.409)
C (-1.890, 0.354, 2.842)
C (-0.320, 0.851, 4.660)
C (-2.278, -2.881, 2.608)
H (-0.658, -3.842, 5.569)
H (-0.322, -4.285, 3.946)
H (-1.845, -4.811, 4.586)
H (-3.819, -3.201, 4.886)
H (-2.611, -2.614, 6.044)
H (-4.328, -1.063, 5.823)
H (-4.158, -0.916, 4.059)
H (-2.193, -0.156, 6.256)
H (-3.073, 0.901, 5.261)
H (-1.158, 0.263, 2.032)
H (-2.840, -0.076, 2.519)
H (-2.025, 1.440, 2.803)
H (0.635, 0.902, 4.132)
H (-0.732, 1.857, 4.559)
H (-0.027, 0.740, 5.708)
H (-2.533, -3.935, 2.495)
H (-1.592, -2.615, 1.805)
H (-3.216, -2.342, 2.472)
H (-0.108, -1.972, 2.570)
C (-2.539, 1.698, -0.739)
C (-3.693, 2.417, -1.559)
C (-4.739, 1.370, -1.923)
C (-5.665, 0.988, -0.794)
C (-6.406, 2.275, -0.400)
C (-5.498, 3.376, 0.153)
N (-4.295, 3.485, -0.718)
O (-3.290, 4.336, -0.204)
C (-6.134, 4.768, 0.050)
C (-5.037, 3.118, 1.621)
C (-3.069, 3.073, -2.767)
H (-2.983, 1.078, 0.041)
H (-1.783, 2.364, -0.337)
H (-2.115, 1.085, -1.536)
H (-5.276, 1.708, -2.813)
H (-4.187, 0.472, -2.223)
H (-5.122, 0.646, 0.088)
H (-6.474, 0.310, -1.063)
H (-7.076, 1.974, 0.416)
H (-7.087, 2.637, -1.173)
H (-6.216, 5.112, -0.980)
H (-7.150, 4.630, 0.443)
H (-5.626, 5.552, 0.607)
H (-4.198, 2.421, 1.619)
H (-4.856, 4.039, 2.171)
H (-5.851, 2.627, 2.163)
H (-3.264, 2.593, -3.733)
H (-1.979, 3.130, -2.712)
H (-3.366, 4.106, -2.957)
H (-3.022, 3.876, 0.609)

The calculation puts the HOMO energy at -5.939 eV. Its charge is -1.

=====

# 4
Computed, not measured: a cluster of 2 separate species, C3H3F2N in total, with ωB97M-V with the def2-TZVPD basis set.

CARTESIAN COORDINATES (ANGSTROEM)
C (-0.533, -0.669, -0.564)
C (-1.570, -0.232, 0.067)
F (-2.516, 0.466, -0.622)
F (-2.078, -0.446, 1.283)
H (-0.038, -0.307, -1.468)
H (0.101, -1.352, 0.043)
C (2.187, 0.924, 0.421)
N (1.548, 0.143, 0.941)
H (2.900, 1.474, -0.101)

The calculation puts the HOMO energy at -9.796 eV.